Density functional theory data (ωB97M-V with the def2-TZVPD basis set) for a structure of composition C35H65BGeLuN6 in a non-equilibrium geometry.

Electronic energy, eV: -137077.2880
HOMO level, eV: -16.528
Relative energy (zero: lowest compared OMol25 entry of this formula, charge and spin), eV: 0.941
LUMO, eV: -12.9
Total charge: +3
Max |F|, eV/A: 4.7
2S+1: 1
Kohn-Sham gap, eV: 3.643

Each line ends with the Löwdin charge.
Geometry (Å):
H: 1.48 3.07 3.96  0.08
C: -3.02 1.91 3.34  -0.34
C: -0.05 -4.00 -0.13  -0.30
Ge: 1.09 -3.49 -1.70  1.35
N: -1.44 0.98 1.49  0.07
H: 1.84 -5.38 -3.78  0.09
H: 1.39 4.62 -4.03  0.10
H: -2.97 -0.44 -3.23  0.09
C: 0.96 -4.43 0.95  -0.31
C: 3.12 -0.06 1.98  0.06
C: -5.05 -0.73 -0.94  -0.06
H: -3.73 1.03 -2.55  0.10
N: -0.08 2.78 0.20  0.05
C: 0.39 5.01 1.26  -0.35
C: -0.98 -7.05 -4.86  -0.10
H: -2.86 1.12 4.11  0.16
H: -5.11 1.34 3.21  0.09
C: -0.09 3.04 -3.46  -0.32
C: 0.21 -6.72 -3.97  -0.26
C: 0.33 4.34 -4.21  -0.05
H: -1.14 -6.02 0.67  0.04
C: 0.02 3.26 -1.98  -0.23
H: -0.69 -4.78 -0.54  0.06
H: 0.63 0.62 5.73  0.11
H: 2.51 4.62 1.32  0.08
H: 0.12 4.22 -5.29  0.10
H: -4.72 0.67 1.25  0.12
H: -4.76 3.02 2.66  0.11
H: 0.47 1.29 -4.75  0.10
H: -2.63 3.64 4.59  0.10
C: 0.41 0.50 4.63  -0.05
H: 0.10 4.46 2.14  0.09
H: -1.42 -7.98 -4.49  0.08
H: 4.00 -0.33 2.60  0.15
H: 4.59 -0.12 -2.50  0.10
H: 1.16 -3.60 1.66  0.12
H: 5.74 -0.19 0.85  0.11
C: 2.23 2.28 4.26  -0.04
H: 0.03 2.49 2.51  0.09
C: 3.92 -0.63 -0.46  -0.38
H: 0.07 -6.92 -2.89  0.10
H: 5.03 -1.89 0.86  0.09
H: 0.90 -5.04 -5.19  0.14
H: -0.66 -7.25 -5.91  0.10
C: 0.13 -4.13 -3.32  -0.28
H: 1.82 2.07 -3.88  0.08
H: -2.35 3.90 2.82  0.09
H: -0.41 1.21 4.36  0.05
N: -0.26 2.26 -1.07  -0.09
H: -1.03 -7.09 2.13  0.10
C: 0.26 4.44 -1.27  0.08
C: 4.08 0.36 -1.64  -0.04
H: -0.04 -7.38 0.69  0.09
H: 0.76 1.02 -2.97  -0.02
H: 2.38 2.38 5.33  0.09
Lu: 0.08 0.10 -1.01  1.65
H: -0.64 6.74 2.15  0.09
H: 0.07 -0.52 4.47  0.08
C: 1.84 5.49 1.34  -0.05
H: -1.72 -6.24 -4.84  0.07
C: 5.26 -1.00 0.24  -0.06
C: -0.51 6.29 1.17  -0.04
H: -1.09 3.08 3.86  0.05
C: 0.79 1.77 -3.81  -0.03
H: -5.49 0.27 -0.75  0.10
H: -5.50 -1.14 -1.85  0.09
H: 3.56 -1.64 -0.83  0.11
H: 1.99 6.02 2.33  0.12
H: -0.07 7.07 0.52  0.09
H: 0.43 -5.26 2.88  0.11
H: -0.25 5.20 -3.79  0.10
C: -0.46 -6.58 1.33  -0.08
C: 1.75 0.85 3.95  -0.34
H: 4.72 1.18 -1.32  0.10
C: 0.81 -5.26 -4.09  -0.28
H: -4.77 2.60 4.43  0.10
H: -1.53 6.05 0.85  0.09
C: -3.52 -0.63 -1.13  -0.33
C: 3.00 -0.08 0.57  -0.26
H: 1.63 -6.22 1.94  0.13
H: -1.17 2.81 -3.69  0.15
H: -2.10 0.69 -2.13  0.00
H: -0.74 -3.20 0.17  0.08
H: -5.35 -1.38 -0.11  0.10
H: 2.49 0.12 4.44  0.16
H: 1.95 -4.66 0.44  0.09
H: 3.11 0.74 -2.02  0.04
C: -2.20 3.20 3.67  -0.05
N: 1.80 0.45 0.22  -0.10
C: -3.05 0.23 -2.36  -0.02
C: -4.49 2.25 3.42  -0.07
N: 1.17 0.90 1.42  0.04
C: 1.94 0.52 2.46  -0.16
C: -2.92 -0.01 0.13  -0.26
H: -0.90 -4.33 -2.99  0.10
C: -3.62 0.61 1.18  0.07
H: 1.04 -7.37 -4.30  0.12
N: -1.60 0.16 0.32  -0.12
H: -3.17 -1.65 -1.18  0.12
B: -0.07 1.88 1.45  -0.45
H: 6.07 -1.28 -0.48  0.10
H: 0.76 -1.88 -2.00  -0.09
H: 0.44 5.47 -1.62  0.14
C: 0.67 -5.63 1.87  -0.22
H: 3.22 2.53 3.83  0.10
C: -2.67 1.27 2.01  -0.12
H: 0.06 -3.22 -3.97  0.09
C: 0.19 4.09 0.09  -0.16
H: 2.07 6.22 0.52  0.10